ORCA calculation (wB97M-V/def2-TZVPD) on 2 unconnected molecules or ions with the total composition C6H16.

The frontier orbital gap comes out at 12.48 eV. The value obtained for the total energy is -6481.3334 eV. The calculation puts the maximum force at 0.9 eV Å⁻¹. The LUMO energy is 1.1 eV. The SMILES is CCC.CCC. The value obtained for the energy relative to the best compared isomer or geometry (same formula, charge and spin) is 7.5 kcal/mol.

Geometry as ORCA input:
```
! RIJCOSX wB97M-V def2-TZVPD def2/J DEFGRID3
* xyz 0 1
C -2.2798 -0.4192 -1.5878
C -1.4284 -1.5748 -2.0680
C -0.0722 -1.5820 -1.3667
H -1.8453 0.5150 -1.9610
H -3.3346 -0.4251 -1.8804
H -2.2618 -0.3183 -0.4967
H -1.8811 -2.5505 -1.9103
H -1.2542 -1.4945 -3.1439
H 0.5261 -2.4381 -1.6904
H -0.2242 -1.6669 -0.2857
H 0.4901 -0.6703 -1.5575
C 0.0744 1.5925 1.3269
C 1.1725 0.5123 1.5086
C 2.4798 1.1268 2.0008
H -0.4572 1.4206 0.3978
H -0.6685 1.5897 2.1228
H 0.5248 2.5808 1.3712
H 0.7700 -0.2168 2.2151
H 1.3082 0.0354 0.5477
H 2.6574 2.0713 1.4722
H 3.3284 0.4518 1.9426
H 2.3757 1.4604 3.0428
*
```

***

ORCA calculation (wB97M-V/def2-TZVPD) on 2 unconnected molecules or ions with the total composition C2H8N4 at a distorted geometry.

The frontier orbital gap comes out at 9.79 eV. The value obtained for the total energy is -8163.1385 eV. The calculation puts the maximum force at 2.5 eV Å⁻¹. The LUMO energy is 0.7 eV. The SMILES is [H]/N=C/N.[H]/N=C/N. The value obtained for the energy relative to the best compared isomer or geometry (same formula, charge and spin) is 25.7 kcal/mol.

Geometry as ORCA input:
```
! RIJCOSX wB97M-V def2-TZVPD def2/J DEFGRID3
* xyz 0 1
N 0.9623 -1.0784 1.4869
C 0.6377 -2.1271 0.6336
N -0.4057 -2.2211 -0.0768
H 0.8669 -0.0822 1.4168
H 1.8736 -1.2810 1.8714
H 1.3845 -2.9261 0.5723
H -0.4588 -3.0757 -0.6091
N -0.1347 0.9201 -0.8521
C -0.9194 2.0331 -0.6935
N -0.6717 3.2903 -0.5745
H -0.5650 0.0727 -0.5057
H 0.8483 1.0254 -0.6257
H -1.9622 1.7571 -0.9568
H -1.4558 3.6930 -1.0867
*
```

***

ORCA calculation (wB97M-V/def2-TZVPD) on C6H8BrNO2 in the gas phase at a distorted geometry.

The frontier orbital gap comes out at 9.98 eV. The value obtained for the total energy is -81977.2642 eV. The calculation puts the maximum force at 8.1 eV Å⁻¹. The LUMO energy is 0.5 eV. The SMILES is O=C1O[C@H]2CN1CC[C@@H]2Br. The value obtained for the energy relative to the best compared isomer or geometry (same formula, charge and spin) is 45.4 kcal/mol.

Geometry as ORCA input:
```
! RIJCOSX wB97M-V def2-TZVPD def2/J DEFGRID3
* xyz 0 1
O 1.3978 2.2636 -1.0348
Br -2.0018 -2.0316 0.6076
O -0.6777 1.3189 -1.2649
C 0.6238 1.3076 -1.0043
N 1.1726 0.1769 -0.5819
C 1.3016 -0.1060 0.7967
C -0.0618 0.2172 1.5067
C 0.2474 -0.7824 -1.2543
C -1.3590 -0.1001 0.4398
C -0.9883 -0.0038 -1.0135
H 2.1384 0.4933 1.2034
H 1.6918 -1.1144 1.1228
H -0.0764 1.3231 1.9212
H -0.2299 -0.4185 2.3375
H 0.5055 -0.8756 -2.2545
H 0.1519 -1.8237 -0.6934
H -2.0697 0.5709 0.7453
H -1.7662 -0.4155 -1.5796
*
```

***

ORCA calculation (wB97M-V/def2-TZVPD) on a gas-phase ion, H3S3 (charge -1) at a distorted geometry.

The frontier orbital gap comes out at 6.39 eV. The value obtained for the total energy is -32554.9538 eV. The calculation puts the maximum force at 2.9 eV Å⁻¹. The LUMO energy is 3.6 eV. The value obtained for the energy relative to the best compared isomer or geometry (same formula, charge and spin) is 20.4 kcal/mol.

Geometry as ORCA input:
```
! RIJCOSX wB97M-V def2-TZVPD def2/J DEFGRID3
* xyz -1 1
S 2.0129 -0.3911 -1.0303
H 2.1791 0.9199 -1.4247
S -2.0771 0.1193 0.5287
S -0.1362 -0.2231 -0.1603
H -2.4752 -0.9152 1.2228
H 0.4965 0.4900 0.8638
*
```

***

ORCA calculation (wB97M-V/def2-TZVPD) on a molecular structure, C52H65As4N4PPbTe.

The frontier orbital gap comes out at 7.23 eV. The value obtained for the total energy is -326112.8787 eV. The calculation puts the maximum force at 0.3 eV Å⁻¹. The LUMO energy is -4.8 eV. The value obtained for the energy relative to the best compared isomer or geometry (same formula, charge and spin) is 4.7 kcal/mol.

Geometry as ORCA input:
```
! RIJCOSX wB97M-V def2-TZVPD def2/J DEFGRID3
* xyz 2 1
Pb -0.7461 0.4498 0.7486
C 2.0992 3.2825 2.3459
As 0.3206 3.6573 1.6321
C -0.4712 4.2924 3.3013
C 0.8531 5.3481 0.7599
C -0.0352 5.9777 -0.3149
C 0.6456 7.2954 -0.7349
C -0.0471 5.1533 -1.6171
As -0.9256 3.4253 -1.8509
C -1.5874 3.5556 -3.6571
C -2.5395 3.2062 -0.8139
C -1.4683 6.2283 0.1943
As -1.8993 8.0143 0.9697
C -0.9105 7.9309 2.6616
C -3.6291 7.4459 1.6933
H 2.5128 4.1847 2.7973
H 2.7565 2.9496 1.5439
H 2.0337 2.5027 3.1032
H 0.1398 5.0778 3.7457
H -0.5234 3.4473 3.9885
H -1.4811 4.6665 3.1378
H 1.8404 5.1484 0.3327
H 1.0010 6.0695 1.5673
H 1.6311 7.0992 -1.1621
H 0.7843 7.9538 0.1230
H 0.0520 7.8359 -1.4736
H 0.9746 4.9576 -1.9539
H -0.5290 5.7602 -2.3888
H -2.2912 4.3851 -3.7238
H -2.0795 2.6232 -3.9240
H -0.7506 3.7252 -4.3316
H -3.2170 4.0226 -1.0574
H -2.3162 3.2148 0.2500
H -2.9875 2.2545 -1.0955
H -1.7675 5.4576 0.9100
H -2.1722 6.1670 -0.6430
H 0.1599 8.0469 2.4940
H -1.1016 7.0061 3.2043
H -1.2405 8.7701 3.2732
H -4.3254 7.2517 0.8779
H -4.0405 8.2492 2.3027
H -3.5286 6.5506 2.3092
C -1.9085 -0.3446 5.4396
C -0.8350 -1.0710 5.9294
C 0.3432 -1.1099 5.2013
C 0.4160 -0.4103 4.0023
N -0.6301 0.2649 3.5165
C -1.7590 0.2937 4.2200
C 1.6774 -0.3347 3.2048
C 2.9129 -0.5583 3.8016
C 4.0685 -0.4293 3.0478
C 3.9617 -0.0745 1.7136
C 2.6964 0.1383 1.1956
N 1.5778 0.0170 1.9125
H -2.8400 -0.2765 5.9837
H -0.9121 -1.6034 6.8682
H 1.1817 -1.6895 5.5590
H -2.5779 0.8619 3.7885
H 2.9772 -0.8018 4.8520
H 5.0367 -0.5919 3.5022
H 4.8324 0.0466 1.0848
H 2.5708 0.4248 0.1583
C 1.7611 -2.4980 -0.6228
C 2.0646 -3.9372 -1.0752
As 1.7538 -4.2027 -3.0243
C 2.7858 -2.6228 -3.5511
C 2.0597 -1.5279 -4.0177
C 2.6935 -0.3260 -4.3099
C 4.0662 -0.2137 -4.1445
C 4.8005 -1.3056 -3.6981
C 4.1634 -2.5019 -3.4011
C 3.0326 -5.6280 -3.3724
C 4.0829 -6.0145 -2.5452
C 4.9344 -7.0434 -2.9218
C 4.7479 -7.6951 -4.1321
C 3.7007 -7.3233 -4.9612
C 2.8446 -6.3015 -4.5781
P 0.0527 -2.1682 -0.0730
C -0.1642 -3.0572 1.4977
C -1.4411 -3.0787 2.0617
C -1.6560 -3.6686 3.2959
C -0.5945 -4.2416 3.9858
C 0.6783 -4.2155 3.4386
C 0.8962 -3.6215 2.2023
C -0.9863 -3.0104 -1.2911
C -1.1882 -2.3634 -2.5095
C -1.8653 -2.9991 -3.5357
C -2.3529 -4.2837 -3.3471
C -2.1632 -4.9298 -2.1332
C -1.4787 -4.2979 -1.1049
H 1.9818 -1.7796 -1.4166
H 2.4045 -2.2100 0.2129
H 1.4731 -4.6757 -0.5329
H 3.1153 -4.1444 -0.8637
H 0.9899 -1.6233 -4.1705
H 2.1191 0.5134 -4.6822
H 4.5685 0.7151 -4.3829
H 5.8751 -1.2273 -3.5916
H 4.7501 -3.3517 -3.0687
H 4.2514 -5.5314 -1.5895
H 5.7455 -7.3368 -2.2679
H 5.4150 -8.4950 -4.4252
H 3.5465 -7.8315 -5.9039
H 2.0204 -6.0240 -5.2262
H -2.2759 -2.6565 1.5139
H -2.6539 -3.6944 3.7156
H -0.7631 -4.7158 4.9442
H 1.5058 -4.6716 3.9671
H 1.8963 -3.6260 1.7863
H -0.7935 -1.3627 -2.6598
H -2.0010 -2.4998 -4.4871
H -2.8741 -4.7879 -4.1509
H -2.5331 -5.9372 -1.9926
H -1.3161 -4.8161 -0.1682
N -6.8715 -2.3547 -0.8099
C -5.7116 -1.7172 -0.5498
C -4.8186 -1.3649 -1.5750
C -3.6463 -0.7274 -1.2514
N -3.2760 -0.4133 -0.0036
C -4.1386 -0.7389 0.9682
C -5.3386 -1.3741 0.7611
H -7.1390 -2.5804 -1.7506
H -7.5160 -2.5817 -0.0753
H -5.0394 -1.5995 -2.6082
H -2.9496 -0.4604 -2.0372
H -3.8402 -0.4791 1.9807
H -5.9860 -1.6023 1.5978
Te 0.6110 1.4488 -1.8451
*
```

***

ORCA calculation (wB97M-V/def2-TZVPD) on a molecular structure, C47H53N11OPdSb.

Its expectation value of S² is 2.010. The frontier orbital gap (alpha / beta) comes out at 6.76 / 4.34 eV. The value obtained for the total energy is -78031.8782 eV. The calculation puts the maximum force at 0.6 eV Å⁻¹. The LUMO energy (alpha / beta) is -7.0 / -9.4 eV. The value obtained for the energy relative to the best compared isomer or geometry (same formula, charge and spin) is 0.0 kcal/mol.

Geometry as ORCA input:
```
! RIJCOSX wB97M-V def2-TZVPD def2/J DEFGRID3
* xyz 3 3
Pd 0.0602 -0.0164 0.2602
N 4.4955 -0.1487 4.1572
C 3.3871 0.2241 3.1966
C 3.9708 1.0697 2.0710
C 2.8739 1.5333 1.1035
N 2.3325 0.3948 0.2984
C 1.7748 2.2595 1.8843
C 1.1713 1.4312 3.0206
N 0.3322 0.3020 2.5184
C 2.2800 0.9411 3.9649
H 5.1813 -0.7537 3.6966
H 4.1319 -0.6695 4.9594
H 4.9808 0.6805 4.5113
H 3.0384 -0.7366 2.8134
H 4.7447 0.5188 1.5299
H 4.4398 1.9643 2.4917
H 3.3309 2.2431 0.4116
H 2.8263 -0.4697 0.5101
H 2.5035 0.5560 -0.6895
H 0.9848 2.5667 1.2044
H 2.1955 3.1742 2.3084
H 0.5107 2.0806 3.5977
H -0.5561 0.2736 3.0077
H 0.7768 -0.5884 2.7159
H 1.8576 0.2909 4.7361
H 2.6970 1.8175 4.4704
C -5.3937 -1.3876 -0.9934
N -4.1999 -0.7662 -0.4171
C -2.9319 -0.8614 -0.8046
N -2.1533 -0.2230 0.0641
C -3.0403 0.2729 0.9695
N -4.2820 -0.0339 0.7052
C -5.7680 -0.8751 -2.3641
C -6.6146 -1.6612 -3.1421
C -7.0441 -1.2140 -4.3820
C -6.6227 0.0135 -4.8644
C -5.7662 0.7941 -4.0935
C -5.3444 0.3533 -2.8401
C -5.3020 2.0760 -4.6123
N -5.5437 2.6206 -5.7554
N -4.8481 3.8217 -5.7750
C -4.2380 3.9091 -4.6437
O -4.4830 2.8371 -3.8382
C -3.3300 4.9411 -4.1581
C -3.0175 6.0463 -4.9498
C -2.1143 6.9835 -4.4827
C -1.5057 6.8209 -3.2427
C -1.8246 5.7259 -2.4525
C -1.1796 5.5133 -1.1057
N -0.5422 4.1919 -1.0428
C -1.0313 3.0542 -0.5564
N -0.2203 2.0455 -0.8670
C 0.7677 2.6621 -1.5752
N 0.6037 3.9518 -1.7023
C -2.7462 4.7965 -2.9076
H -6.1823 -1.2021 -0.2629
H -5.2153 -2.4640 -1.0277
H -2.6141 -1.3671 -1.7015
H -2.7665 0.8688 1.8241
H -6.9496 -2.6231 -2.7746
H -7.7075 -1.8266 -4.9752
H -6.9441 0.3746 -5.8308
H -4.7002 0.9889 -2.2462
H -3.4811 6.1535 -5.9197
H -1.8707 7.8425 -5.0908
H -0.7854 7.5505 -2.8966
H -1.9093 5.5396 -0.2947
H -0.4070 6.2531 -0.9070
H -1.9619 2.9867 -0.0170
H 1.5949 2.1468 -2.0364
H -3.0163 3.9428 -2.2987
C 1.0208 -6.0656 1.4705
C -0.2478 -5.7892 0.7161
C -1.0917 -6.8716 0.4626
C -2.2728 -6.7400 -0.2422
C -2.6504 -5.5005 -0.7333
C -1.8380 -4.4080 -0.4921
C -0.6483 -4.5414 0.2260
Sb 0.4160 -2.6995 0.2924
C 2.0642 -2.8754 1.6493
C 3.3739 -2.8347 1.1681
C 4.4533 -3.0104 2.0232
C 4.2208 -3.2514 3.3724
C 2.9222 -3.2588 3.8630
C 1.8271 -3.0619 3.0199
C 0.4415 -3.1490 3.6087
C 1.2395 -2.5052 -1.6542
C 0.8913 -1.3265 -2.3227
C 1.2296 -1.1145 -3.6473
C 1.9302 -2.1055 -4.3228
C 2.2674 -3.2806 -3.6769
C 1.9217 -3.5135 -2.3453
C 2.2560 -4.8398 -1.7293
H 1.3429 -7.0894 1.2885
H 0.8674 -5.9704 2.5470
H 1.8358 -5.4113 1.1863
H -0.7968 -7.8492 0.8226
H -2.8913 -7.6085 -0.4194
H -3.5619 -5.3895 -1.3033
H -2.1288 -3.4441 -0.8883
H 3.5563 -2.7026 0.1063
H 5.4609 -3.0193 1.6297
H 5.0491 -3.4733 4.0346
H 2.7453 -3.4748 4.9115
H 0.3885 -2.6537 4.5797
H 0.1551 -4.1888 3.7749
H -0.3276 -2.7146 2.9643
H 0.3194 -0.5265 -1.8232
H 0.9462 -0.2003 -4.1509
H 2.2040 -1.9641 -5.3591
H 2.8019 -4.0495 -4.2198
H 3.1647 -5.2505 -2.1660
H 1.4523 -5.5585 -1.9022
H 2.4058 -4.7674 -0.6533
*
```